Entry 1:
Computed, not measured: C27H30BrGeN4O2S4SbW as an isolated structure, with ωB97M-V/def2-TZVPD.

Computed properties:
* HOMO: -7.518 eV
* ΔE to the lowest compared entry with this formula, charge and spin: 9.1 kcal/mol
* E: -216806.277 eV

Each line ends with the Mulliken charge.
Element x y z (Å)
W1 0.21364 1.67296 -0.24322  1.3679
C1 -4.87952 0.53927 3.67428  -1.0157
O1 -3.71210 -0.04219 3.13131  -0.2913
C2 -3.42140 -1.31305 3.51013  0.5448
C3 -4.21277 -2.06975 4.35752  -0.5323
C4 -3.80062 -3.35646 4.68895  -0.4191
Br1 -4.89153 -4.37781 5.85872  -0.2331
C5 -2.64362 -3.90125 4.19357  -0.9314
C6 -1.85164 -3.14124 3.32433  0.8017
C7 -2.22904 -1.84673 2.99094  0.0690
O2 -1.50173 -1.05999 2.14120  0.1618
C8 -0.63454 -3.77417 2.78744  0.2748
N1 -0.09292 -4.84941 3.29885  -0.7466
C9 0.99154 -5.12278 2.48626  0.3245
C10 1.93299 -6.14885 2.56660  -0.7801
C11 2.93674 -6.18168 1.61993  -0.4823
C12 3.01657 -5.21458 0.60428  -0.5475
C13 2.09314 -4.19191 0.50624  -0.7423
C14 1.08306 -4.16741 1.46370  0.9396
N2 0.01886 -3.32271 1.67403  0.2900
H1 -4.83150 0.58523 4.76569  0.3962
H2 -5.77667 -0.01031 3.37575  0.3780
H3 -4.92666 1.54845 3.27392  0.2144
H4 -5.13010 -1.67993 4.77014  0.4914
H5 -2.32454 -4.90034 4.44987  0.5813
H6 -0.63990 -0.83390 2.56255  -0.2261
H7 1.86973 -6.88751 3.35467  0.4364
H8 3.68349 -6.96419 1.65963  0.3676
H9 3.82238 -5.27129 -0.11638  0.3961
H10 2.15648 -3.44533 -0.27459  0.3307
H11 -0.20822 -2.47929 1.17096  -0.0900
N3 -0.40948 3.62641 -1.18743  -0.5178
C15 0.69923 4.49278 -1.52240  0.7702
C16 0.58520 5.82608 -1.79761  -0.6766
C17 1.72630 6.55928 -2.17227  -0.6555
C18 2.93686 5.93359 -2.30911  -0.8931
C19 3.06551 4.55470 -2.04382  0.6771
C20 4.26605 3.81710 -2.23201  -0.7122
C21 4.27952 2.48313 -1.98569  -1.0690
C22 3.12007 1.85455 -1.48076  -0.5472
N4 1.98476 2.50613 -1.28139  0.3221
C23 1.94079 3.84633 -1.60115  -0.0367
H12 -1.02708 4.05776 -0.50671  0.4366
H13 -0.96333 3.42964 -2.02089  0.0177
H14 -0.38106 6.31191 -1.73900  0.4741
H15 1.63383 7.61682 -2.37589  0.4109
H16 3.81002 6.48777 -2.62885  0.4167
H17 5.15282 4.33043 -2.58251  0.4170
H18 5.16815 1.88394 -2.11591  0.4673
H19 3.10755 0.79174 -1.29501  0.8939
S1 1.32903 -0.31094 3.51210  -0.5149
Sb1 2.08458 0.48370 1.55185  0.6088
S2 1.07028 -0.61048 -0.28323  -0.5901
S3 -0.70940 2.17496 1.58851  -0.2096
S4 4.14540 1.35925 1.26192  -0.5118
C24 -2.33445 -0.38454 -4.12268  -1.2477
Ge1 -0.84418 0.57910 -3.31034  0.8658
C25 0.83236 -0.32760 -3.72655  -1.0198
C26 -0.76531 2.36869 -4.14082  -1.4238
C27 -1.26764 0.68784 -1.36926  -1.6308
H20 -2.19288 -0.47166 -5.20052  0.3690
H21 -3.27540 0.13276 -3.93502  0.3775
H22 -2.40412 -1.38635 -3.69928  0.3677
H23 0.91433 -0.44230 -4.80878  0.4423
H24 0.86211 -1.31494 -3.26765  0.3199
H25 1.69703 0.23528 -3.37349  0.2119
H26 -0.72062 2.24025 -5.22344  0.4435
H27 0.12450 2.93451 -3.85405  0.3334
H28 -1.66162 2.96252 -3.93698  0.4211
H29 -1.47226 -0.34928 -1.09127  0.3229
H30 -2.21702 1.23726 -1.31992  0.5406

Entry 2:
Computed, not measured: a single C5H8O molecule, with ωB97M-V/def2-TZVPD.

Computed properties:
* HOMO: -8.813 eV
* SMILES string: CC#CCCO
* ΔE to the lowest compared entry with this formula, charge and spin: 79.1 kcal/mol
* E: -7358.824 eV

Each line ends with the Mulliken charge.
Element x y z (Å)
C1 -2.08022 1.12352 -0.65177  -1.1786
C2 -0.77156 0.68958 -0.20596  0.4118
C3 0.30952 0.90433 0.31914  -0.2424
C4 1.55881 0.23796 0.68761  -0.2896
C5 1.34850 -1.23213 0.38440  -0.3639
O1 0.27025 -1.41955 -0.70482  -0.5623
H1 -2.89741 0.42191 -0.48127  0.3063
H2 -2.35621 2.03925 -0.11828  0.2919
H3 -2.11572 1.36680 -1.71487  0.2749
H4 2.40455 0.62035 0.10673  0.2617
H5 1.76776 0.37370 1.74759  0.2827
H6 2.20934 -1.62330 -0.15713  0.2238
H7 0.99250 -1.88226 1.18599  0.2822
H8 -0.64013 -1.62015 -0.39737  0.3016

Entry 3:
Computed, not measured: C33H31N4O2OsTe as an isolated structure, with ωB97M-V/def2-TZVPD.

Computed properties:
* HOMO (alpha / beta): -13.916 / -14.129 eV
* multiplicity: 6
* ΔE to the lowest compared entry with this formula, charge and spin: 1.1 kcal/mol
* E: -54524.351 eV
* total charge: +2

Each line ends with the Mulliken charge.
Element x y z (Å)
Os1 1.89431 2.10669 -0.01232  0.7323
N1 3.94904 2.55218 0.73852  -0.5062
C1 4.14130 1.94495 2.05174  0.1745
C2 5.34168 1.92844 2.69771  -0.4492
C3 5.44809 1.35768 3.98528  -0.7737
C4 4.34833 0.83417 4.60016  -0.9948
C5 3.09339 0.83468 3.94411  0.7782
C6 1.91512 0.31785 4.52737  -0.6298
C7 0.73701 0.34842 3.83286  -1.2045
C8 0.72695 0.87430 2.53808  0.1982
N2 1.81094 1.36457 1.95769  0.2967
C9 2.99965 1.37751 2.65118  0.0873
H1 4.04053 3.56637 0.80832  0.4106
H2 4.66584 2.25502 0.07912  0.4136
H3 6.21662 2.36679 2.23234  0.5014
H4 6.40685 1.35550 4.48445  0.4355
H5 4.42006 0.41568 5.59577  0.4628
H6 1.95569 -0.09291 5.52890  0.4939
H7 -0.18226 -0.02622 4.25924  0.4897
H8 -0.17790 0.90012 1.94483  0.5056
O1 2.50428 4.20664 -3.66613  -0.4357
C10 2.42736 3.54041 -2.72009  0.7560
N3 2.36575 2.81975 -1.75324  -0.4425
C11 -3.91206 -5.67781 -2.78738  -1.5469
C12 -3.17506 -4.37998 -2.64499  0.6046
C13 -1.80821 -4.29711 -2.91473  -0.7867
C14 -1.09848 -3.11793 -2.77883  0.7794
C15 0.36400 -3.11222 -3.13872  -1.7338
C16 -1.80348 -1.97841 -2.33836  0.4088
Te1 -0.83854 -0.19084 -1.95266  1.1464
N4 0.07557 1.93833 -0.32428  0.0141
C17 -0.46483 3.08039 0.19943  0.0785
O2 0.32806 3.79869 0.85806  -0.5625
C18 -1.89014 3.40442 0.03764  0.1808
C19 -2.54073 3.13486 -1.16492  -0.2549
C20 -3.88071 3.45485 -1.30682  -0.8888
C21 -4.57175 4.02375 -0.24365  -0.4404
C22 -3.92119 4.29825 0.95257  -0.6685
C23 -2.57494 4.00272 1.09221  -0.4483
C24 0.79351 -0.94674 -0.85546  0.9947
C25 2.07128 -0.64087 -1.32717  -1.1909
C26 3.18928 -0.99281 -0.58111  -0.6325
C27 3.01967 -1.65031 0.63265  -0.8357
C28 1.74553 -1.95611 1.08332  -0.5254
C29 0.60298 -1.60709 0.35803  0.8952
C30 -0.75923 -1.97362 0.88521  -2.0203
C31 -3.19459 -2.01432 -2.10646  0.7707
C32 -4.00396 -0.81550 -1.68045  -1.9218
C33 -3.84800 -3.22566 -2.25570  -0.8098
H9 -3.32461 -6.41519 -3.33020  0.3751
H10 -4.85738 -5.53305 -3.30983  0.4043
H11 -4.14504 -6.08979 -1.80327  0.3225
H12 -1.28810 -5.17989 -3.26853  0.4205
H13 0.55497 -3.84247 -3.92328  0.5755
H14 0.98937 -3.37736 -2.28407  0.2551
H15 0.69852 -2.14499 -3.51728  0.2856
H16 -1.98600 2.73390 -2.00451  0.8120
H17 -4.38398 3.27840 -2.24822  0.4720
H18 -5.61956 4.26963 -0.35394  0.4269
H19 -4.46203 4.75568 1.76982  0.4211
H20 -2.04815 4.23665 2.00847  0.4708
H21 2.20116 -0.17929 -2.29974  0.4186
H22 4.18021 -0.78871 -0.96743  0.5688
H23 3.88257 -1.94492 1.21613  0.5062
H24 1.62299 -2.48391 2.02193  0.5306
H25 -0.70601 -2.25363 1.93618  0.4714
H26 -1.17428 -2.82024 0.33459  0.3874
H27 -1.47195 -1.14916 0.79308  0.3641
H28 -3.52308 0.14309 -1.88887  0.2671
H29 -4.21504 -0.84486 -0.60910  0.3472
H30 -4.96101 -0.80643 -2.20015  0.4926
H31 -4.91619 -3.27096 -2.07517  0.4984

Entry 4:
Computed, not measured: C23H28Cl3N6OSTi as an isolated structure, with ωB97M-V/def2-TZVPD.

Computed properties:
* HOMO (alpha / beta): -10.332 / -10.680 eV
* multiplicity: 3
* ΔE to the lowest compared entry with this formula, charge and spin: 17.6 kcal/mol
* E: -106807.800 eV
* total charge: +1

Each line ends with the Mulliken charge.
Element x y z (Å)
Ti1 0.47278 -0.13247 0.00128  -0.1012
C1 0.10052 -1.73746 2.48800  -1.1477
N1 0.57930 -0.34441 2.28349  0.9390
C2 -0.22000 0.53960 3.15745  -1.3352
C3 1.99281 -0.26440 2.74086  -1.2425
C4 2.95646 -0.63240 1.65078  0.6394
C5 4.28742 -0.90576 1.95898  -1.1918
C6 5.18087 -1.19235 0.94228  -0.5393
C7 4.74280 -1.22096 -0.37816  -0.8435
C8 3.41529 -0.95692 -0.67282  -0.4651
C9 2.49164 -0.64568 0.33567  1.2040
H1 0.07875 -1.95526 3.55955  0.4451
H2 0.77277 -2.43674 1.99456  0.4799
H3 -0.89730 -1.86862 2.08432  0.1861
H4 0.02117 0.33174 4.20422  0.3640
H5 -1.27713 0.36655 2.98954  0.4069
H6 0.00769 1.58475 2.94269  0.3021
H7 2.11254 -0.90444 3.62183  0.5542
H8 2.17429 0.76012 3.07969  0.5397
H9 4.62178 -0.90456 2.99057  0.4815
H10 6.21592 -1.40541 1.17546  0.4040
H11 5.44015 -1.45635 -1.17232  0.4381
H12 3.08640 -1.00732 -1.70449  0.5053
C10 1.81371 0.50872 -4.19748  -1.4298
C11 0.85370 0.75853 -3.07465  0.6939
O1 0.79824 -0.03494 -2.11901  -0.3679
N2 0.08985 1.85237 -3.13737  -0.0654
C12 -0.87591 2.17901 -2.09891  -0.7381
C13 -0.21284 2.80966 -0.89764  0.9211
C14 -0.43527 4.13319 -0.55874  -1.0216
C15 0.32169 4.70542 0.45306  -0.4865
C16 1.31855 3.95632 1.05662  -1.0353
C17 1.46110 2.63117 0.68937  -0.2985
N3 0.67840 2.05714 -0.23381  0.5921
H13 1.91263 -0.56436 -4.33846  0.3080
H14 2.78891 0.90412 -3.90637  0.3043
H15 1.50501 0.98072 -5.12779  0.4760
H16 0.23736 2.48781 -3.90443  0.2497
H17 -1.38561 1.26173 -1.81241  -0.0857
H18 -1.62580 2.85083 -2.51026  0.5480
H19 -1.17928 4.70579 -1.09491  0.4636
H20 0.15611 5.73514 0.74041  0.4420
H21 1.97740 4.38146 1.79992  0.4942
H22 2.25076 2.00406 1.08703  0.5138
C18 -5.04088 0.98425 -0.51968  -0.7786
N4 -4.55341 -0.36239 -0.27842  0.2218
C19 -5.29430 -1.51891 -0.43076  -0.3679
C20 -4.48576 -2.54616 -0.09614  -0.5719
N5 -3.26918 -2.00947 0.24464  0.3594
C21 -3.30813 -0.67816 0.13689  0.0266
S1 -2.10901 0.51127 0.48296  -0.3345
H23 -6.12539 0.94986 -0.57201  0.3227
H24 -4.64375 1.37140 -1.45719  0.2569
H25 -4.73509 1.63381 0.29617  0.3394
H26 -6.31964 -1.49460 -0.75208  0.4323
H27 -4.65109 -3.60772 -0.04979  0.4705
H28 -2.52133 -2.62536 0.63961  -0.3870
Cl1 -1.72986 -4.33275 1.32086  -0.5478
C22 -0.44051 -4.48532 -1.32016  0.2161
Cl2 0.94098 -5.44008 -1.24483  -0.1111
Cl3 -1.86748 -5.03575 -2.02319  -0.0757
C23 -0.36786 -3.17797 -0.85191  0.1748
N6 -0.28399 -2.05110 -0.61254  -0.1468

Entry 5:
Computed, not measured: a 3-piece molecular cluster, C18H31BO5 overall, with ωB97M-V/def2-TZVPD.

Computed properties:
* HOMO: -8.075 eV
* SMILES string: BC[C@@H](C)OCc1ccccc1.CCOC(C)=O.CCOC(C)=O
* E: -30071.078 eV

Each line ends with the Mulliken charge.
Element x y z (Å)
B1 3.22968 -0.44059 -0.63751  0.4043
C1 3.75755 -2.03258 -0.60619  -0.8539
C2 2.84506 -2.88839 -1.71654  0.2804
C3 2.73971 -4.41292 -1.12368  -0.8857
O1 1.56784 -2.16601 -1.81838  -0.2659
C4 0.62218 -2.82112 -2.73539  -0.7279
C5 -0.71722 -3.19452 -1.80609  0.5107
C6 -1.19641 -1.96355 -0.78033  -0.3523
C7 -2.45773 -2.12638 0.25948  -0.1205
C8 -3.25817 -3.56298 0.24740  -0.4106
C9 -2.77885 -4.79225 -0.77705  -0.3232
C10 -1.49545 -4.63714 -1.83392  -0.4651
H1 2.44912 -0.06672 0.18033  -0.1257
H2 3.59149 0.28341 -1.49015  -0.1188
H3 3.41169 -2.43564 0.45929  0.2167
H4 4.90926 -2.12673 -0.79111  0.2485
H5 3.49037 -2.85336 -2.71842  0.2890
H6 1.74073 -4.97434 -1.36030  0.2223
H7 3.60059 -5.04209 -1.65977  0.2728
H8 2.93560 -4.51812 0.02463  0.3106
H9 0.22536 -2.11563 -3.60561  0.2706
H10 1.05800 -3.77539 -3.27688  0.3638
H11 -0.59881 -0.93828 -0.75908  0.2437
H12 -2.69313 -1.21059 0.95999  0.2417
H13 -4.14849 -3.68093 1.01776  0.2601
H14 -3.35193 -5.83811 -0.75327  0.2457
H15 -1.15171 -5.50539 -2.54785  0.2758
C11 -6.59324 0.70825 3.78652  -0.9316
C12 -5.49665 1.71932 4.06171  -0.4099
O2 -4.21253 1.20380 3.67383  -0.3561
C13 -3.71550 1.23926 2.41478  0.7523
C14 -4.63062 1.60851 1.28481  -0.9657
O3 -2.55390 0.90769 2.19553  -0.5944
H16 -6.67120 0.47571 2.72007  0.2709
H17 -7.56053 1.08480 4.12866  0.3463
H18 -6.38031 -0.23535 4.29967  0.2966
H19 -5.68781 2.68876 3.59315  0.3519
H20 -5.44343 1.90258 5.14072  0.3071
H21 -5.00295 0.69516 0.81463  0.2661
H22 -4.05995 2.18904 0.55151  0.3128
H23 -5.47028 2.23441 1.57961  0.3565
C15 2.21973 4.56958 -0.62247  -0.9372
C16 3.30681 4.06026 0.30453  -0.4002
O4 4.18429 3.15235 -0.38170  -0.3479
C17 5.23269 3.52728 -1.15228  0.7685
C18 5.37027 4.97116 -1.53554  -0.9837
O5 6.01699 2.68806 -1.58575  -0.5747
H24 2.63593 5.13093 -1.46457  0.2731
H25 1.52627 5.22027 -0.08373  0.3652
H26 1.65833 3.73192 -1.04932  0.2727
H27 3.87124 4.86808 0.77861  0.3358
H28 2.84377 3.48867 1.11665  0.3307
H29 4.94357 5.11803 -2.53066  0.2562
H30 6.43589 5.22507 -1.55513  0.3026
H31 4.90680 5.66276 -0.83514  0.3292

Entry 6:
Computed, not measured: C5H10MgO3Y as an isolated structure, with ωB97M-V/def2-TZVPD.

Computed properties:
* HOMO: -10.123 eV
* ΔE to the lowest compared entry with this formula, charge and spin: 21.5 kcal/mol
* E: -17968.530 eV
* total charge: +1

Each line ends with the Mulliken charge.
Element x y z (Å)
O1 -0.23243 -1.53683 -1.03744  -0.7396
C1 -0.98664 -0.56124 -1.68873  -0.3602
C2 -1.90558 0.22970 -0.76527  -0.4893
O2 -1.14447 0.48954 0.41607  0.0102
C3 -1.36224 1.67975 1.14484  -0.6045
Mg1 -0.05196 -1.16156 0.88449  0.8085
H1 -1.59831 -0.96950 -2.51300  0.3677
H2 -0.26511 0.16561 -2.11133  0.2016
H3 -2.80813 -0.33546 -0.48620  0.2784
H4 -2.24507 1.16823 -1.22650  0.4186
H5 -1.13459 1.42966 2.18765  0.2197
H6 -0.66039 2.45201 0.79900  0.1418
H7 -2.39179 2.01932 0.95775  0.3443
C4 2.04720 -1.79962 0.99904  -1.2451
C5 2.41085 -0.81507 0.02491  0.3614
O3 2.53797 0.36966 0.50342  -0.4530
Y1 2.65036 2.56130 0.24963  0.5327
H8 2.33398 -1.58012 2.03644  0.4306
H9 2.05103 -2.83425 0.63699  0.3883
H10 2.75532 -0.97115 -1.01178  0.3880